# 1
Below is a structure of composition C30H47BClN8O5OsP2S2, with properties calculated with ωB97M-V/def2-TZVPD.

Summary:
Charge   +1
2S+1   5
Relative energy (zero: lowest compared OMol25 entry of this formula, charge and spin)   7.9 kcal/mol
HOMO level (alpha / beta)   -9.2 / -10.5 eV
LUMO energy (alpha / beta)   -1.769 / -3.340 eV
HOMO-LUMO gap (alpha / beta)   7.4 / 7.2 eV

Element x y z (Å)
Os: -0.534 -0.328 -0.054
C: 0.071 -3.167 -4.520
N: 0.779 -3.299 -3.252
C: 1.646 -4.317 -2.909
C: 2.105 -4.034 -1.678
N: 1.532 -2.845 -1.257
B: 2.052 -2.087 0.027
N: 1.587 -2.774 1.336
C: 2.322 -3.791 1.926
C: 1.797 -4.042 3.138
N: 0.737 -3.171 3.297
C: -0.104 -3.066 4.484
C: 0.622 -2.403 2.193
S: -0.696 -1.275 2.071
C: 0.727 -2.405 -2.240
S: -0.247 -0.978 -2.381
H: 0.088 -4.122 -5.036
H: 0.542 -2.410 -5.144
H: -0.957 -2.866 -4.334
H: 1.848 -5.146 -3.566
H: 2.799 -4.574 -1.057
H: 3.255 -2.119 -0.004
H: 2.000 -0.179 -0.616
H: 3.172 -4.232 1.434
H: 2.069 -4.765 3.888
H: 0.023 -3.963 5.083
H: -1.146 -2.958 4.192
H: 0.175 -2.194 5.075
C: 5.740 1.981 -1.739
N: 5.229 2.404 -0.441
C: 5.734 3.685 0.025
P: 3.947 1.589 0.217
O: 1.532 -0.717 0.039
O: 2.726 2.778 0.122
P: 1.172 2.972 0.095
O: 0.306 1.797 0.418
N: 0.874 3.477 -1.445
C: -0.327 3.094 -2.179
C: 1.538 4.680 -1.937
N: 0.971 4.125 1.250
C: -0.412 4.497 1.567
C: 1.949 5.184 1.503
N: 4.257 1.812 1.885
C: 3.155 1.527 2.805
C: 5.525 1.260 2.368
H: 6.829 1.892 -1.709
H: 5.479 2.694 -2.528
H: 5.324 1.007 -2.001
H: 6.825 3.661 0.080
H: 5.337 3.897 1.016
H: 5.444 4.492 -0.657
H: -0.840 2.286 -1.665
H: -0.062 2.751 -3.182
H: -1.021 3.935 -2.275
H: 2.394 4.922 -1.308
H: 0.857 5.536 -1.948
H: 1.903 4.518 -2.953
H: -1.068 3.640 1.429
H: -0.767 5.327 0.946
H: -0.467 4.806 2.611
H: 2.953 4.820 1.302
H: 1.890 5.468 2.554
H: 1.757 6.076 0.898
H: 2.205 1.851 2.387
H: 3.315 2.072 3.738
H: 3.082 0.457 3.045
H: 6.270 1.266 1.575
H: 5.413 0.230 2.729
H: 5.897 1.870 3.194
Cl: -8.924 0.897 -1.663
C: -7.324 0.687 -1.035
C: -6.234 0.922 -1.859
C: -4.956 0.740 -1.356
C: -4.771 0.339 -0.036
C: -5.875 0.123 0.780
C: -7.156 0.289 0.283
C: -3.410 0.111 0.524
O: -3.222 -0.031 1.712
O: -2.447 0.094 -0.398
H: -6.391 1.243 -2.880
H: -4.093 0.910 -1.985
H: -5.713 -0.178 1.807
H: -8.022 0.115 0.907
C: -2.402 -3.204 -0.280
C: -1.682 -4.397 -0.153
C: -1.237 -5.126 -1.285
C: -0.517 -6.294 -1.144
C: -0.199 -6.782 0.123
C: -0.642 -6.094 1.255
C: -1.372 -4.933 1.126
H: -2.806 -2.710 0.595
H: -2.671 -2.806 -1.252
H: -1.502 -4.760 -2.273
H: -0.205 -6.844 -2.024
H: 0.368 -7.699 0.228
H: -0.423 -6.488 2.241
H: -1.747 -4.415 2.004

Mulliken atomic charge list, values in e, 5 entries: atom 1 (Os): 3.50, atom 2 (C): -1.00, atom 3 (N): 0.37, atom 4 (C): -0.59, atom 5 (C): -0.65


# 2
Below is a structure of composition C5H6N2O3 in a non-equilibrium geometry, with properties calculated with ωB97M-V/def2-TZVPD.

Summary:
Relative energy (zero: lowest compared OMol25 entry of this formula, charge and spin)   122.0 kcal/mol
HOMO level   -10.7 eV
LUMO energy   -0.094 eV
HOMO-LUMO gap   10.6 eV

Element x y z (Å)
C: 1.240 0.588 0.300
C: 1.332 -1.641 0.091
C: -0.180 0.114 0.024
C: -1.310 0.791 0.821
C: -0.585 0.273 -1.520
N: 1.836 -0.531 0.926
N: -0.102 -1.289 0.508
O: 1.760 1.610 -0.015
O: 1.861 -2.597 -0.311
O: 0.635 -0.988 1.728
H: -1.278 1.814 0.651
H: -1.151 0.579 1.848
H: -2.193 0.366 0.550
H: 0.327 0.084 -2.121
H: -0.780 1.256 -1.564
H: -1.412 -0.429 -1.915

Mulliken atomic charge list, values in e, 5 entries: atom 1 (C): 0.46, atom 2 (C): 0.56, atom 3 (C): 1.40, atom 4 (C): -1.83, atom 5 (C): -1.48


Question: Which of these has the lowest relative energy (zero: lowest compared OMol25 entry of this formula, charge and spin)?
Answer: C30H47BClN8O5OsP2S2


Question: Look up the relative energy (zero: lowest compared OMol25 entry of this formula, charge and spin) of the second one.
Answer: 122.0 kcal/mol


Question: relative energy (zero: lowest compared OMol25 entry of this formula, charge and spin) of number 2 (C5H6N2O3)?
Answer: 122.0 kcal/mol